(A)
This record from the Open Molecules 2025 dataset describes a cluster of 14 separate species, C14H56O14 in total. The level of theory is wB97M-V/def2-TZVPD.

```
84
Properties=species:S:1:pos:R:3:lowdin_charge:R:1
C 24.302 -24.958 -19.471 -0.14
O 25.048 -25.760 -18.571 -0.10
H 24.430 -25.194 -20.528 0.06
H 23.235 -24.983 -19.252 0.08
H 24.626 -23.917 -19.437 0.08
H 25.455 -25.092 -18.015 0.10
C 25.813 -24.006 -22.824 -0.08
O 24.471 -24.326 -23.306 -0.15
H 25.963 -22.946 -23.031 0.07
H 25.863 -24.149 -21.745 0.06
H 26.546 -24.668 -23.284 0.09
H 23.849 -23.784 -22.816 0.01
C 24.013 -29.862 -24.394 -0.16
O 24.941 -30.513 -23.547 -0.14
H 23.422 -30.680 -24.804 0.08
H 23.416 -29.138 -23.839 0.06
H 24.525 -29.337 -25.200 0.08
H 24.448 -30.865 -22.803 0.07
C 21.810 -23.676 -25.092 -0.13
O 22.867 -24.563 -25.457 -0.13
H 21.474 -23.957 -24.093 0.05
H 22.068 -22.617 -25.090 0.07
H 20.977 -23.961 -25.735 0.08
H 23.639 -24.273 -24.965 0.04
C 21.840 -27.117 -17.357 -0.13
O 23.189 -27.152 -16.792 -0.12
H 21.878 -27.621 -18.323 0.05
H 21.153 -27.648 -16.698 0.08
H 21.418 -26.128 -17.533 0.06
H 23.714 -26.533 -17.305 0.01
C 17.613 -29.575 -24.113 -0.13
O 18.391 -28.772 -23.194 -0.15
H 16.862 -28.912 -24.541 0.07
H 18.307 -29.945 -24.867 0.07
H 17.267 -30.461 -23.579 0.08
H 18.569 -27.890 -23.528 0.01
C 17.797 -26.205 -25.272 -0.15
O 18.798 -26.185 -24.293 -0.13
H 17.792 -27.220 -25.670 0.07
H 16.789 -25.984 -24.922 0.09
H 18.031 -25.538 -26.102 0.08
H 18.680 -25.302 -23.936 0.03
C 23.365 -21.456 -22.425 -0.11
O 22.970 -22.620 -21.644 -0.14
H 24.426 -21.240 -22.300 0.08
H 23.191 -21.644 -23.484 0.07
H 22.820 -20.543 -22.187 0.08
H 22.781 -22.291 -20.763 0.09
C 21.850 -26.263 -22.114 -0.13
O 21.471 -26.613 -20.822 -0.14
H 21.104 -26.561 -22.851 0.08
H 21.741 -25.185 -22.228 0.06
H 22.801 -26.738 -22.358 0.09
H 20.666 -26.160 -20.562 0.03
C 18.388 -26.365 -19.711 -0.10
O 19.326 -25.287 -19.778 -0.15
H 18.826 -27.272 -20.129 0.07
H 18.074 -26.564 -18.686 0.09
H 17.478 -26.109 -20.254 0.08
H 18.915 -24.500 -19.413 0.09
C 19.161 -23.511 -22.360 -0.13
O 18.793 -23.358 -23.735 -0.12
H 19.668 -24.475 -22.341 0.05
H 19.960 -22.834 -22.058 0.08
H 18.330 -23.545 -21.655 0.08
H 18.932 -22.433 -23.954 0.09
C 25.467 -28.178 -21.273 -0.16
O 26.446 -27.405 -20.638 -0.12
H 25.138 -27.740 -22.215 0.07
H 25.885 -29.147 -21.547 0.07
H 24.664 -28.300 -20.545 0.08
H 25.953 -26.868 -20.013 0.02
C 21.225 -27.687 -26.276 -0.15
O 22.272 -27.494 -25.350 -0.12
H 21.589 -27.777 -27.299 0.07
H 20.612 -28.558 -26.045 0.08
H 20.561 -26.823 -26.316 0.06
H 22.626 -26.611 -25.477 0.04
C 20.684 -29.548 -20.152 -0.15
O 22.034 -29.250 -20.538 -0.13
H 20.205 -28.886 -19.430 0.05
H 20.012 -29.633 -21.006 0.07
H 20.660 -30.512 -19.645 0.08
H 22.041 -28.318 -20.766 0.00
```

The calculation puts the highest occupied orbital energy at -9.2 eV.

(B)
This record from the Open Molecules 2025 dataset describes a cluster of 14 separate species, C14H56O14 in total. The level of theory is wB97M-V/def2-TZVPD.

```
84
Properties=species:S:1:pos:R:3:lowdin_charge:R:1
C 17.892 15.202 -1.583 -0.17
O 18.383 16.181 -2.469 -0.16
H 18.590 14.407 -1.293 0.08
H 17.599 15.743 -0.682 0.07
H 16.998 14.700 -1.975 0.08
H 18.481 15.774 -3.351 0.03
C 19.431 18.739 -3.800 -0.13
O 20.083 19.851 -4.382 -0.14
H 18.353 18.696 -3.987 0.07
H 19.909 17.855 -4.221 0.07
H 19.533 18.693 -2.711 0.06
H 19.731 20.645 -3.953 0.04
C 22.172 20.218 -1.646 -0.16
O 22.984 19.433 -0.780 -0.12
H 22.106 19.779 -2.645 0.06
H 21.151 20.281 -1.243 0.08
H 22.545 21.239 -1.689 0.07
H 22.458 18.693 -0.451 0.02
C 16.224 16.338 -5.062 -0.16
O 14.984 16.994 -5.303 -0.12
H 16.224 15.945 -4.043 0.07
H 16.469 15.541 -5.770 0.08
H 17.046 17.042 -5.186 0.06
H 14.334 16.321 -5.520 0.07
C 17.127 19.349 -0.920 -0.16
O 17.196 19.271 0.493 -0.11
H 18.053 19.826 -1.242 0.06
H 17.086 18.367 -1.406 0.07
H 16.288 19.942 -1.298 0.07
H 16.400 18.840 0.819 0.07
C 15.812 22.073 -3.442 -0.12
O 16.804 21.146 -3.884 -0.15
H 14.835 21.603 -3.310 0.09
H 16.126 22.499 -2.490 0.08
H 15.658 22.842 -4.203 0.08
H 16.392 20.355 -4.243 0.10
C 19.118 13.451 -5.268 -0.13
O 19.052 14.775 -4.796 -0.16
H 18.175 13.206 -5.747 0.08
H 19.952 13.321 -5.961 0.09
H 19.293 12.745 -4.448 0.08
H 19.947 15.131 -4.613 0.04
C 22.586 16.765 -4.184 -0.10
O 21.573 15.764 -4.187 -0.14
H 22.389 17.454 -5.003 0.07
H 22.583 17.323 -3.245 0.08
H 23.578 16.341 -4.351 0.09
H 21.825 15.056 -3.586 0.09
C 20.781 16.664 -0.247 -0.13
O 21.845 17.136 0.577 -0.12
H 21.109 15.855 -0.916 0.08
H 19.943 16.283 0.332 0.08
H 20.520 17.464 -0.938 0.07
H 21.886 16.590 1.365 0.09
C 21.626 23.326 -4.676 -0.17
O 22.370 23.922 -5.718 -0.11
H 20.666 22.971 -5.048 0.05
H 22.071 22.479 -4.141 0.08
H 21.408 24.069 -3.895 0.08
H 23.250 24.121 -5.388 0.08
C 19.321 23.111 -1.943 -0.14
O 19.220 21.943 -2.727 -0.16
H 19.033 24.044 -2.430 0.08
H 18.858 22.997 -0.957 0.08
H 20.382 23.216 -1.695 0.08
H 18.311 21.822 -3.061 0.04
C 22.000 20.744 -7.140 -0.16
O 22.114 19.676 -6.228 -0.15
H 21.256 21.482 -6.830 0.06
H 22.937 21.303 -7.219 0.08
H 21.751 20.364 -8.135 0.07
H 21.455 19.793 -5.523 0.02
C 18.077 22.583 -6.319 -0.18
O 18.428 23.029 -7.619 -0.11
H 17.871 23.413 -5.631 0.08
H 17.143 22.034 -6.434 0.08
H 18.819 21.930 -5.854 0.05
H 19.225 23.566 -7.542 0.07
C 19.728 17.759 -7.723 -0.15
O 19.073 17.364 -8.924 -0.12
H 19.799 18.849 -7.685 0.07
H 19.121 17.442 -6.877 0.06
H 20.732 17.339 -7.625 0.08
H 19.412 17.903 -9.642 0.07
```

The calculation puts the highest occupied orbital energy at -9.5 eV.

Quick one: most stable of them? (B)